Entry 1:
Computed, not measured: a molecular structure, C36H54As2CaF12O27 in a non-equilibrium geometry, with ωB97M-V/def2-TZVPD.

The HOMO energy comes out at -10.227 eV. For the frontier orbital gap, the calculation gives 8.659 eV.

Geometry as ORCA input:
```
! RIJCOSX wB97M-V def2-TZVPD def2/J DEFGRID3
* xyz 0 1
Ca 20.8841 -9.1114 -20.1918
As 23.4716 -8.0962 -18.0432
F 23.7292 -9.6252 -17.1841
F 25.2283 -7.8285 -18.2680
F 23.1770 -6.5376 -18.8198
F 21.7161 -8.3835 -17.9784
F 23.4355 -7.2281 -16.4300
F 23.3022 -8.9703 -19.6132
As 19.2208 -5.3666 -19.5331
F 17.6338 -6.1375 -19.0866
F 18.7644 -5.4167 -21.3021
F 20.8110 -4.6949 -19.8840
F 19.6556 -5.3659 -17.7495
F 19.8751 -7.0538 -19.7142
F 18.4712 -3.7385 -19.4268
C 19.8848 -0.2310 -21.0842
C 19.7429 -1.0706 -22.3640
C 18.8340 -2.2756 -22.2854
O 17.8752 -2.0189 -23.2684
C 18.0795 -0.8707 -23.8140
O 17.3462 -0.4671 -24.6894
O 19.1036 -0.2357 -23.2888
H 20.3700 -0.7330 -20.2471
H 18.9420 0.1019 -20.6500
H 20.4671 0.6614 -21.3137
H 20.7263 -1.4369 -22.6588
H 18.3432 -2.4433 -21.3267
H 19.2940 -3.2110 -22.6040
C 17.0081 -11.7811 -15.6176
C 16.6785 -10.5888 -16.4457
C 17.1713 -9.2642 -15.7540
O 17.9646 -8.6466 -16.7395
C 18.3062 -9.5144 -17.6433
O 19.1447 -9.3313 -18.5134
O 17.5860 -10.6507 -17.5385
H 17.1320 -12.7439 -16.1133
H 16.2922 -12.0683 -14.8475
H 18.0200 -11.6691 -15.2283
H 15.6019 -10.4682 -16.5659
H 17.7461 -9.2968 -14.8284
H 16.2393 -8.7350 -15.5556
C 14.4481 -5.7869 -17.5080
C 15.2349 -5.5235 -16.2057
C 16.4995 -4.7369 -16.4455
O 16.5424 -3.7762 -15.4397
C 15.3227 -3.6735 -14.8754
O 14.9561 -2.8106 -14.0464
O 14.4890 -4.5972 -15.3813
H 14.2718 -4.8084 -17.9547
H 13.5300 -6.2933 -17.2100
H 15.0391 -6.4079 -18.1811
H 15.3660 -6.4599 -15.6636
H 16.5471 -4.2270 -17.4077
H 17.3284 -5.4358 -16.3331
C 18.2233 -7.4743 -26.2765
C 17.9362 -7.1710 -24.7850
C 16.8172 -8.0129 -24.1253
O 17.3934 -8.3393 -22.8419
C 18.6740 -8.3076 -22.9773
O 19.4813 -8.5427 -22.0514
O 19.0176 -7.8097 -24.1556
H 17.3227 -7.2538 -26.8496
H 18.5628 -8.4919 -26.4698
H 19.0871 -6.9206 -26.6444
H 17.7992 -6.1434 -24.4483
H 16.5259 -8.9132 -24.6663
H 15.8812 -7.4652 -24.0160
C 20.0357 -2.9585 -15.8906
C 21.5018 -3.3633 -15.6545
C 22.1190 -3.8963 -16.9611
O 23.4320 -3.3135 -16.9577
C 23.3646 -2.1828 -16.2640
O 24.2368 -1.3218 -16.2281
O 22.1791 -2.1176 -15.5241
H 19.5790 -2.4309 -15.0532
H 19.4425 -3.7930 -16.2645
H 20.1147 -2.2521 -16.7169
H 21.6010 -3.9286 -14.7278
H 21.5506 -3.7236 -17.8751
H 22.2907 -4.9693 -16.8759
C 14.6116 -2.9346 -20.8798
C 15.0323 -4.1067 -21.8984
C 15.1796 -5.5473 -21.3011
O 14.3251 -6.3340 -22.1195
C 13.9272 -5.5738 -23.1899
O 13.2371 -6.0323 -24.0963
O 14.1200 -4.3188 -22.9728
H 15.3540 -2.7574 -20.1016
H 13.7397 -3.2617 -20.3132
H 14.2501 -2.0448 -21.3952
H 15.9806 -3.8064 -22.3442
H 14.7374 -5.6128 -20.3070
H 16.1997 -5.9250 -21.2305
C 20.3591 -6.9574 -15.1724
C 20.7166 -8.2640 -14.4684
C 22.1969 -8.5465 -14.1091
O 22.1282 -9.0693 -12.8498
C 20.9073 -8.8487 -12.2817
O 20.5681 -9.1500 -11.1590
O 20.1057 -8.1619 -13.1507
H 20.8290 -6.9917 -16.1554
H 20.8207 -6.1037 -14.6762
H 19.2868 -6.8386 -15.3274
H 20.3056 -9.1860 -14.8798
H 22.8035 -7.6413 -14.1370
H 22.7268 -9.3004 -14.6914
C 22.7342 -3.8521 -24.3218
C 21.7951 -5.0268 -24.0491
C 21.9955 -6.2796 -24.8373
O 21.9309 -7.2680 -23.8440
C 21.9741 -6.7862 -22.6146
O 22.0972 -7.4228 -21.5747
O 22.1029 -5.4702 -22.7294
H 22.5179 -2.9592 -23.7352
H 22.7654 -3.5135 -25.3574
H 23.7855 -4.1176 -24.2105
H 20.7366 -4.7771 -23.9763
H 22.9637 -6.3107 -25.3370
H 21.1998 -6.3768 -25.5759
C 24.7047 -4.2859 -20.4956
C 25.8639 -3.7187 -19.5317
C 26.0472 -4.5431 -18.2039
O 27.4207 -4.7761 -18.2116
C 27.9598 -4.4428 -19.4110
O 29.1430 -4.6021 -19.6564
O 27.0685 -3.8828 -20.1993
H 24.9032 -5.3034 -20.8323
H 24.6060 -3.6890 -21.4024
H 23.7226 -4.2218 -20.0270
H 25.7598 -2.6783 -19.2235
H 25.5201 -5.4851 -18.3554
H 25.6911 -4.0184 -17.3173
*
```


Entry 2:
Computed, not measured: 11 unconnected molecules or ions with the total composition C36H54BrN12O2 in a non-equilibrium geometry, with ωB97M-V/def2-TZVPD.

The HOMO energy comes out at -12.037 eV. For the frontier orbital gap, the calculation gives 7.730 eV.

Geometry as ORCA input:
```
! RIJCOSX wB97M-V def2-TZVPD def2/J DEFGRID3
* xyz 1 1
C -5.0199 -0.8299 -0.7641
C -4.2524 -0.1699 0.1318
N -3.1106 -0.8883 0.6936
N -3.3923 -1.9186 1.4881
C -2.3788 -2.6199 1.9467
C -2.7108 -3.8126 2.7898
C -2.6858 -5.0867 1.9080
C -1.0558 -2.2579 1.6348
C -0.7700 -1.1834 0.8383
C 0.6336 -0.7993 0.4820
C 1.0486 0.5515 1.1342
C 1.8410 1.4758 0.1940
C 3.3543 1.2583 0.2731
C 3.9420 1.6254 1.6477
C 4.9239 0.5616 2.1296
O 5.1489 0.6113 3.5453
C 6.0316 1.5990 3.9097
C 7.4996 1.3114 3.9778
O 5.6050 2.6855 4.2003
C -1.8920 -0.4786 0.3527
Br -1.6907 0.9828 -0.7736
H -5.4145 -1.8057 -0.4787
H -5.2066 -0.4551 -1.7672
H -4.4636 0.8235 0.5117
H -3.7355 -3.6646 3.1279
H -2.0349 -3.8831 3.6390
H -2.9344 -4.8147 0.8810
H -3.4261 -5.8034 2.2525
H -1.6927 -5.5328 1.9054
H -0.2491 -2.8532 2.0460
H 0.7452 -0.7735 -0.6039
H 1.2837 -1.5864 0.8637
H 0.1414 1.0756 1.4398
H 1.6156 0.3251 2.0375
H 1.4946 1.2979 -0.8276
H 1.5838 2.5080 0.4415
H 3.8086 1.8830 -0.4966
H 3.5602 0.2154 0.0086
H 3.1883 1.8311 2.4068
H 4.5189 2.5418 1.5126
H 4.5684 -0.4454 1.9029
H 5.8788 0.6617 1.6025
H 7.6773 0.4394 4.6098
H 8.0075 2.1648 4.4135
H 7.9050 1.1109 2.9871
C -4.7920 -2.0028 -5.1287
C -5.6349 -1.0676 -4.3915
N -6.3075 -0.3157 -3.8418
H -3.7647 -1.9397 -4.7747
H -5.1582 -3.0190 -4.9932
H -4.8099 -1.7636 -6.1865
C -7.4864 2.0238 2.3945
C -6.1606 2.6293 2.3508
N -5.1163 3.1030 2.3228
H -8.2107 2.6902 1.9304
H -7.4796 1.0768 1.8581
H -7.7754 1.8471 3.4287
C 11.3367 0.2108 5.3966
C 10.7891 0.5374 4.0850
N 10.3566 0.7933 3.0539
H 11.2474 -0.8581 5.5793
H 12.3867 0.4911 5.4425
H 10.7976 0.7470 6.1725
C -3.1400 -6.1525 -3.6627
C -4.1048 -5.6993 -4.6570
N -4.8686 -5.3498 -5.4372
H -2.9302 -7.2103 -3.8082
H -2.2136 -5.5900 -3.7645
H -3.5445 -6.0057 -2.6627
C -3.9765 -0.7209 -9.7608
C -3.4678 -1.5070 -8.6440
N -3.0665 -2.1273 -7.7647
H -3.7372 0.3305 -9.6165
H -3.5201 -1.0632 -10.6885
H -5.0560 -0.8293 -9.8314
C -7.2623 -1.4231 -12.7574
C -6.9844 -0.5384 -11.6328
N -6.7657 0.1579 -10.7478
H -6.6749 -2.3348 -12.6650
H -8.3194 -1.6805 -12.7709
H -7.0044 -0.9251 -13.6899
C -3.6279 5.1296 4.5458
C -3.5398 5.0079 5.9962
N -3.4653 4.9022 7.1354
H -4.2231 6.0015 4.2813
H -2.6310 5.2395 4.1231
H -4.0955 4.2415 4.1275
C 10.1928 2.6188 9.2347
C 11.1539 1.5737 8.9015
N 11.9168 0.7571 8.6430
H 10.6361 3.5969 9.0586
H 9.3015 2.5145 8.6188
H 9.9107 2.5389 10.2826
C 3.4768 1.2123 6.4799
C 3.4416 0.6893 7.8405
N 3.4162 0.2725 8.9084
H 3.9523 2.1911 6.4662
H 4.0391 0.5445 5.8311
H 2.4606 1.3078 6.1010
C -0.9294 2.5195 -8.4846
C -2.0197 2.5925 -9.4497
N -2.8757 2.6536 -10.2104
H 0.0162 2.3856 -9.0061
H -0.8894 3.4393 -7.9044
H -1.0881 1.6779 -7.8124
*
```


no.,M (g/mol)
1,1336.70
2,766.81